Record 1
{"formula": "C43H35KOP2S5", "method": "ωB97M-V with the def2-TZVPD basis set", "species": ["K", "S", "S", "S", "S", "S", "P", "P", "O", "C", "C", "C", "C", "C", "C", "C", "C", "C", "C", "C", "C", "C", "C", "C", "C", "C", "C", "C", "C", "C", "C", "C", "C", "C", "C", "C", "C", "C", "C", "C", "C", "C", "C", "C", "C", "C", "C", "C", "C", "C", "C", "C", "H", "H", "H", "H", "H", "H", "H", "H", "H", "H", "H", "H", "H", "H", "H", "H", "H", "H", "H", "H", "H", "H", "H", "H", "H", "H", "H", "H", "H", "H", "H", "H", "H", "H", "H"], "coordinates": [[0.47660, -0.54307, 1.20752], [1.07857, -3.05828, 0.17514], [2.47700, -4.93543, -2.34741], [0.25457, -5.69452, 1.27880], [1.38267, -7.26875, -0.81967], [-0.13748, -8.64244, 1.33917], [-1.71960, 0.64827, 3.02322], [-1.49802, 0.21834, -1.54651], [-3.21408, 1.41824, 0.48473], [-3.07303, -3.69909, 2.12332], [-2.39549, -1.08025, -2.49261], [-2.12777, -1.05988, 2.37567], [-2.71992, -1.73401, 3.46106], [-4.88488, 3.24374, -2.20844], [2.40233, 0.95835, -3.89065], [-6.98605, 2.36703, -0.14958], [-5.12239, 2.48701, 1.51156], [-5.83032, 2.71384, 2.69117], [-0.02275, 3.74144, 0.61298], [-2.70031, 1.58073, -1.82089], [-3.40121, 1.38247, 2.83565], [-4.13134, 1.64427, 3.98570], [-3.52953, -1.61858, -1.88544], [0.27560, 1.80684, -3.13938], [-2.45948, -3.06748, 1.06044], [-2.79884, -2.47753, -4.41653], [-3.53713, 1.93824, -0.74800], [1.62128, -5.53714, -0.94460], [-5.36047, 2.28614, 3.91744], [-1.98993, -1.76336, 1.18822], [0.48755, -7.28802, 0.64826], [-4.29229, -2.57460, -2.53862], [-0.64811, 3.02743, 3.19736], [-5.83737, 4.55569, 0.32292], [1.48516, 1.99421, -3.80040], [-4.05666, 2.94181, -3.27316], [0.13684, 4.66705, 1.62887], [2.11566, -0.27135, -3.30786], [-0.50558, 2.46538, 0.87918], [-3.93672, 1.77413, 1.59876], [-5.64229, 3.03498, 0.19090], [-0.03243, 0.57153, -2.57483], [-0.85022, 2.08586, 2.17431], [-2.03587, -1.51613, -3.76476], [0.90940, -0.46241, -2.64996], [1.09728, -4.83019, -3.52282], [-3.92632, -3.00793, -3.80647], [-0.17569, 4.30197, 2.93060], [1.09583, -4.77195, 0.04352], [-4.65427, 2.74610, -0.92916], [-2.98112, 2.09091, -3.07999], [-3.19843, -3.02414, 3.33320], [0.30786, -4.20663, -3.10369], [-6.86185, 1.28729, -0.24862], [-0.64287, 1.79902, 0.04398], [-2.31542, -3.58209, 0.11884], [-4.88490, 5.04530, 0.53271], [-4.26970, 3.34084, -4.25626], [-2.80486, -1.23270, 4.41920], [-3.42534, -4.71761, 2.02436], [-6.52958, 4.79236, 1.13140], [2.82904, -1.08527, -3.34665], [-5.16758, -2.98884, -2.05393], [-3.71671, 1.35085, 4.94300], [0.71202, -5.82015, -3.75815], [-1.50946, -1.31936, 0.33480], [-0.42106, 2.63144, -3.05842], [-2.50887, -2.81340, -5.40442], [-3.82126, -1.28595, -0.89417], [-6.24631, 4.97735, -0.59602], [-5.93296, 2.47427, 4.81613], [-0.04265, 5.00364, 3.74444], [-2.37031, 1.78936, -3.92170], [-7.72079, 2.55698, 0.63514], [-1.15844, -1.10906, -4.25094], [-3.64519, -3.51420, 4.18933], [0.50322, 5.66166, 1.41072], [1.70593, 2.95459, -4.25024], [3.34446, 1.11209, -4.40137], [-7.38296, 2.75442, -1.08999], [-6.77323, 3.24566, 2.64508], [0.71148, -1.42657, -2.18506], [-4.51830, -3.75755, -4.31613], [-5.75293, 3.86931, -2.37960], [1.48669, -4.36706, -4.43013], [-0.88888, 2.75709, 4.21922], [0.21876, 4.00784, -0.40897]], "atomic_forces_ev_per_a": [[0.9, 0.3, 0.0], [0.2, -0.2, -0.1], [0.0, 0.0, -0.1], [0.1, 0.1, 0.1], [0.1, 0.0, 0.0], [0.0, 0.0, 0.1], [-0.9, 0.4, 0.2], [-0.1, -0.1, -0.5], [0.0, 0.0, 0.0], [0.0, 0.0, 0.0], [0.1, 0.1, 0.0], [0.0, -0.1, 0.2], [0.0, 0.0, -0.1], [0.0, 0.0, 0.0], [0.0, 0.0, 0.0], [0.0, 0.0, 0.0], [0.0, 0.0, -0.1], [0.0, 0.0, 0.1], [0.1, 0.0, -0.1], [-0.1, -0.1, 0.4], [0.1, 0.0, 0.0], [0.1, 0.0, 0.0], [0.0, 0.0, 0.0], [0.0, 0.0, 0.0], [0.0, 0.0, 0.0], [0.0, 0.0, 0.0], [0.0, 0.1, 0.0], [0.0, 0.0, 0.0], [0.0, 0.0, 0.0], [-0.3, -0.1, 0.1], [-0.2, 0.0, -0.2], [0.0, 0.0, 0.0], [0.1, 0.0, -0.1], [0.0, 0.0, 0.0], [0.0, 0.0, 0.0], [0.0, 0.0, -0.1], [0.0, 0.0, 0.1], [-0.1, 0.0, 0.0], [-0.1, 0.0, 0.1], [0.0, 0.0, -0.1], [0.0, 0.0, 0.0], [0.0, 0.1, 0.0], [0.2, -0.1, 0.2], [0.0, 0.0, 0.0], [0.0, 0.0, 0.0], [0.0, 0.1, 0.1], [0.0, 0.0, 0.0], [0.0, 0.0, 0.0], [-0.1, -0.1, -0.2], [0.0, 0.0, 0.0], [0.0, 0.0, 0.0], [0.0, 0.0, 0.0], [0.0, 0.0, 0.0], [0.0, 0.0, 0.0], [0.0, -0.1, 0.0], [0.0, 0.0, 0.0], [0.0, 0.0, 0.0], [0.0, 0.0, 0.0], [0.0, 0.0, 0.0], [0.0, 0.0, 0.0], [0.0, 0.0, 0.0], [0.0, 0.0, 0.0], [0.0, 0.0, 0.0], [0.0, 0.0, 0.0], [0.0, 0.0, 0.0], [-0.3, -0.1, -0.2], [0.0, 0.0, 0.0], [0.0, 0.0, 0.0], [0.0, 0.0, 0.0], [0.0, 0.0, 0.0], [0.0, 0.0, 0.0], [0.0, 0.0, 0.0], [0.0, 0.0, 0.0], [0.0, 0.0, 0.0], [0.0, 0.0, 0.0], [0.0, 0.0, 0.0], [0.0, 0.0, 0.0], [0.0, 0.0, 0.0], [0.0, 0.0, 0.0], [0.0, 0.0, 0.0], [0.0, 0.0, 0.0], [0.0, 0.0, 0.0], [0.0, 0.0, 0.0], [0.0, 0.0, 0.0], [0.0, 0.0, 0.0], [0.0, 0.0, 0.0], [0.0, 0.0, 0.0]], "lumo_energy_ev": -0.05, "energy_ev": -136285.91595, "charge": 0, "de_lowest_ev": 1.0476}



Record 2
{"formula": "C43H35N5P3S2Se2Ti", "method": "ωB97M-V with the def2-TZVPD basis set", "species": ["Se", "Se", "Ti", "S", "S", "P", "P", "P", "N", "N", "N", "N", "N", "C", "C", "C", "C", "C", "C", "C", "C", "C", "C", "C", "C", "C", "C", "C", "C", "C", "C", "C", "C", "C", "C", "C", "C", "C", "C", "C", "C", "C", "C", "C", "C", "C", "C", "C", "C", "C", "C", "C", "C", "C", "C", "C", "H", "H", "H", "H", "H", "H", "H", "H", "H", "H", "H", "H", "H", "H", "H", "H", "H", "H", "H", "H", "H", "H", "H", "H", "H", "H", "H", "H", "H", "H", "H", "H", "H", "H", "H"], "coordinates": [[-1.24614, 2.25212, -0.67312], [2.71916, 2.00590, 3.08425], [0.13065, 0.54243, -0.00684], [-0.09764, -0.13945, 2.49938], [-0.05908, -1.80474, -0.39150], [-1.83863, -0.89262, 1.81061], [-2.65055, -1.00876, -1.37852], [1.33790, 2.53467, 1.45295], [2.35590, -0.03389, -0.06045], [1.86588, 0.18408, -4.80929], [4.42894, -0.56141, 0.09907], [0.89492, 0.49353, -2.20832], [4.23233, -0.40342, -1.22678], [-1.96715, 5.18333, 3.28307], [-3.13093, -2.78359, -1.52531], [-4.03585, -5.40403, -1.94191], [2.15143, 3.63172, -1.02218], [-4.29591, -0.38242, -0.84802], [2.28306, 3.67922, 0.36300], [-3.75675, -4.27869, 3.06788], [2.64026, 0.00175, -3.75121], [-3.64356, 1.28569, 1.75569], [-1.54754, -0.94784, 0.06931], [-1.38794, -4.70069, 3.10995], [-2.74348, -3.81363, -0.67459], [3.90256, 5.45514, 0.11540], [2.89812, 4.48082, -1.83234], [-2.69144, -5.14928, 3.26794], [-5.21600, -1.12692, -0.11470], [-4.90615, 1.95057, 3.69233], [-0.36364, 4.77855, 1.53556], [-4.52773, 2.15640, 2.37626], [-2.21136, -2.51426, 2.52895], [-6.44295, -0.58545, 0.24255], [-0.48480, 3.29239, 3.41896], [-3.50060, 0.00344, 3.78446], [-4.38447, 0.87338, 4.39919], [0.09594, 3.64537, 2.20197], [2.95788, -0.08956, -1.27225], [-1.14606, -3.38407, 2.74167], [-1.38257, 5.54806, 2.07935], [3.30853, -0.33929, 0.79071], [-6.77110, 0.70643, -0.14269], [-4.64684, 0.90677, -1.25173], [-3.13912, 0.19429, 2.44791], [-3.51930, -2.96515, 2.69693], [0.11263, 0.67891, -3.27071], [-5.87273, 1.45005, -0.89595], [3.77167, 5.39522, -1.26689], [-3.19272, -5.11253, -0.88088], [0.60592, 0.51747, -4.55371], [-4.42147, -4.38662, -2.80639], [2.15888, 0.15823, -2.45717], [-3.96686, -3.09417, -2.60022], [-1.51586, 4.05263, 3.95027], [3.17171, 4.59777, 0.92233], [5.34977, -0.74430, 0.45987], [-0.55647, -5.37574, 3.27028], [-0.91308, 0.95043, -3.06824], [-1.96775, 3.75607, 4.88985], [-4.65198, 0.71669, 5.43714], [-2.87817, -5.89585, -0.20110], [2.78356, 4.42559, -2.90902], [-0.12085, 2.41942, 3.94413], [-4.26970, -2.30676, -3.28369], [-2.87896, -6.17793, 3.55172], [-5.59318, 2.63494, 4.17568], [-3.08177, -0.81776, 4.35291], [-2.77105, 5.77897, 3.70065], [-2.07384, -3.60882, 0.15118], [-0.13504, -3.01847, 2.60749], [-4.97465, -2.14563, 0.16973], [3.67337, -0.27860, -3.91556], [-4.38516, -6.41745, -2.09982], [0.06306, 5.05483, 0.58038], [3.29487, 4.61368, 1.99821], [-7.72819, 1.12987, 0.13793], [-3.30427, 1.49150, 0.75218], [-4.90344, 3.00758, 1.82223], [4.58351, 6.16821, 0.56563], [-3.93040, 1.49598, -1.81234], [-0.05384, 0.66426, -5.40016], [-4.77491, -4.62456, 3.19766], [4.35174, 6.05907, -1.89754], [1.43431, 2.95425, -1.46594], [-1.72824, 6.42753, 1.54846], [-5.07353, -4.59986, -3.64532], [3.21580, -0.34939, 1.86519], [-4.35154, -2.28908, 2.54425], [-6.12118, 2.45886, -1.20400], [-7.14437, -1.17468, 0.82173]], "atomic_forces_ev_per_a": [[0.1, 0.0, -0.2], [-0.1, 0.0, -0.1], [-0.1, 0.0, 0.6], [-0.1, -0.1, 0.0], [-0.2, -0.2, -0.1], [0.7, 0.4, 0.1], [0.1, -0.1, 0.0], [0.1, -0.4, -0.1], [-0.4, 0.3, 0.0], [0.1, 0.0, 0.0], [0.2, 0.0, 0.0], [0.0, 0.1, -0.1], [0.0, 0.0, -0.1], [0.0, 0.0, 0.0], [-0.1, 0.0, 0.0], [0.0, 0.0, 0.0], [0.1, 0.1, 0.1], [-0.1, 0.1, -0.1], [0.0, 0.1, 0.0], [0.0, 0.0, 0.0], [0.1, 0.0, 0.0], [0.1, 0.1, 0.0], [-0.1, 0.1, -0.2], [0.0, 0.0, 0.0], [0.1, 0.0, 0.0], [0.0, 0.0, 0.1], [0.0, 0.0, -0.1], [0.0, 0.0, 0.0], [0.0, 0.0, 0.1], [0.0, 0.0, 0.0], [0.0, 0.0, 0.1], [0.0, 0.0, 0.0], [0.0, -0.1, -0.1], [0.0, 0.0, 0.0], [0.0, 0.1, 0.0], [-0.1, 0.0, 0.0], [0.0, 0.0, 0.0], [-0.1, 0.0, 0.0], [0.3, -0.1, 0.2], [0.0, 0.0, 0.0], [0.0, 0.0, 0.0], [0.0, 0.0, 0.1], [0.0, 0.0, 0.0], [-0.1, -0.1, 0.0], [-0.1, -0.1, 0.1], [0.0, -0.1, 0.0], [0.0, 0.0, 0.0], [0.0, 0.0, 0.0], [0.0, 0.0, 0.0], [0.0, 0.0, 0.0], [-0.2, 0.1, -0.1], [0.0, 0.0, 0.0], [0.1, -0.1, -0.2], [0.0, 0.0, 0.0], [0.0, 0.0, 0.0], [0.0, 0.0, -0.1], [-0.1, 0.0, 0.0], [0.0, 0.0, 0.0], [0.0, 0.0, 0.0], [0.0, 0.0, 0.0], [0.0, 0.0, 0.0], [0.0, 0.0, 0.0], [0.0, 0.0, 0.0], [0.0, 0.0, 0.0], [0.0, 0.0, 0.0], [0.0, 0.0, 0.0], [0.0, 0.0, 0.0], [0.0, 0.0, 0.0], [0.0, 0.0, 0.0], [0.0, 0.0, 0.0], [0.0, 0.0, 0.0], [0.0, 0.0, 0.0], [0.0, 0.0, 0.0], [0.0, 0.0, 0.0], [0.0, 0.0, 0.0], [0.0, 0.0, 0.0], [0.0, 0.0, 0.0], [0.0, 0.0, 0.1], [0.0, 0.0, 0.0], [0.0, 0.0, 0.0], [0.0, 0.0, 0.0], [0.0, 0.0, 0.0], [0.0, 0.0, 0.0], [0.0, 0.0, 0.0], [0.0, 0.0, 0.0], [0.0, 0.0, 0.0], [0.0, 0.0, 0.0], [0.0, 0.0, 0.0], [0.0, 0.0, 0.0], [0.0, 0.0, 0.0], [0.0, 0.0, 0.0]], "lumo_energy_ev": 1.91, "energy_ev": -255961.47459, "charge": -1, "de_lowest_ev": 0.0000}